No. 1
Below is a cluster of 5 separate species, C2H16NO4 in total, with properties calculated with ωB97M-V/def2-TZVPD.

Relative energy (zero: lowest compared OMol25 entry of this formula, charge and spin) (kcal/mol): 50.5
Total charge: +1
Frontier orbital gap (eV): 12.06
HOMO energy (eV): -14.930
Spin multiplicity: 1

Geometry (Å):
C 0.85 -0.92 0.30
N 0.21 -0.07 1.34
C 0.85 1.32 1.66
H 0.16 -1.77 0.09
H 0.82 -0.65 -0.76
H 1.82 -1.26 0.75
H 0.14 -0.40 2.31
H -0.74 0.27 1.04
H 0.11 2.14 1.86
H 1.32 1.74 0.74
H 1.67 0.98 2.28
H -0.24 0.81 -3.45
H 1.07 0.46 -2.71
O 0.15 0.23 -2.80
H 2.79 -2.62 -0.88
H 1.83 -3.65 -1.42
O 1.91 -3.00 -0.70
H -3.50 -0.82 0.70
H -3.12 0.72 0.61
O -3.02 -0.09 1.08
H -2.32 2.43 -0.24
H -1.24 2.23 -1.33
O -1.52 1.94 -0.46


No. 2
Below is a structure of composition C15H17N2O5SSe5SiTa, with properties calculated with ωB97M-V/def2-TZVPD.

Relative energy (zero: lowest compared OMol25 entry of this formula, charge and spin) (kcal/mol): 31.3
Frontier orbital gap (eV): 6.85
HOMO energy (eV): -7.708
Spin multiplicity: 1

Geometry (Å):
Ta -0.22 -0.03 -0.47
O 3.33 -0.05 3.00
C 2.76 0.30 1.84
O 2.10 1.29 1.70
C 3.10 -0.64 0.73
C 4.32 -1.29 0.72
C 4.64 -2.10 -0.36
C 3.71 -2.25 -1.37
C 2.50 -1.59 -1.26
N 2.20 -0.78 -0.25
C 1.42 -1.80 -2.28
O 1.62 -2.34 -3.33
O 0.25 -1.37 -1.84
H 3.08 0.61 3.66
H 5.00 -1.15 1.54
H 5.59 -2.61 -0.40
H 3.88 -2.88 -2.24
O -0.45 1.47 0.67
N -0.65 2.54 1.45
C 0.26 3.54 1.30
C 0.16 4.67 2.03
C -0.92 4.78 2.93
C -1.84 3.79 3.03
C -1.77 2.59 2.26
S -2.92 1.39 2.27
H 1.03 3.33 0.58
H 0.89 5.46 1.91
H -1.03 5.68 3.54
H -2.69 3.86 3.70
Se -2.63 -0.60 -0.97
Se -2.26 1.51 -1.91
Se -0.54 1.33 -3.52
Se 1.23 1.60 -2.01
C -3.45 -2.25 1.94
Si -1.78 -2.39 2.74
C -1.39 -4.19 3.03
C -1.66 -1.47 4.35
Se 0.01 -1.76 1.38
H -4.19 -2.65 2.64
H -3.50 -2.84 1.02
H -3.72 -1.22 1.73
H -2.11 -4.62 3.73
H -0.39 -4.32 3.45
H -1.43 -4.76 2.10
H -2.42 -1.82 5.05
H -1.80 -0.39 4.20
H -0.68 -1.63 4.80


No. 3
Below is a structure of composition C18H52O7S5Si3, with properties calculated with ωB97M-V/def2-TZVPD.

Frontier orbital gap (eV): 8.42
HOMO energy (eV): -8.141
Spin multiplicity: 1

Geometry (Å):
C 2.02 -1.81 1.15
C 2.61 -2.93 0.35
Si 3.27 -4.60 1.06
O 2.25 -6.00 0.60
Si 0.85 -5.85 1.64
C 1.27 -6.21 3.52
C -0.63 -7.00 1.20
C -1.84 -6.25 0.35
O -2.70 -5.57 1.33
Si -3.02 -3.89 0.90
C -3.56 -3.01 2.57
C -1.47 -2.91 0.28
C -4.56 -3.68 -0.29
H 0.99 -1.28 0.87
H 2.57 -1.36 2.09
H 2.64 -2.77 -0.83
H 3.29 -4.47 2.54
H 4.64 -4.81 0.55
H 0.47 -4.41 1.61
H 2.43 -6.38 3.67
H 0.63 -7.14 3.90
H 0.99 -5.27 4.19
H -1.13 -7.31 2.24
H -0.28 -8.02 0.70
H -2.50 -7.10 -0.15
H -1.45 -5.58 -0.53
H -4.72 -2.94 2.69
H -3.01 -1.96 2.59
H -3.04 -3.65 3.43
H -1.88 -1.85 -0.10
H -0.95 -3.42 -0.63
H -0.74 -2.65 1.17
H -4.26 -3.45 -1.39
H -5.16 -2.74 0.12
H -5.31 -4.59 -0.21
C 1.46 1.15 -2.10
S -0.17 0.37 -2.21
O -0.53 -0.13 -0.84
C 0.36 -1.05 -3.19
H 1.37 2.05 -1.50
H 2.17 0.46 -1.63
H 1.80 1.42 -3.11
H 1.14 -1.60 -2.65
H 0.74 -0.71 -4.15
H -0.50 -1.71 -3.35
C 1.47 5.87 -1.25
S 0.71 4.47 -2.10
O 1.58 4.14 -3.28
C -0.73 5.37 -2.71
H 2.42 5.55 -0.82
H 1.66 6.68 -1.96
H 0.81 6.22 -0.45
H -0.41 6.21 -3.33
H -1.32 5.73 -1.86
H -1.34 4.69 -3.31
C 4.14 -5.28 -3.80
S 4.85 -4.27 -2.47
O 4.56 -2.83 -2.80
C 6.58 -4.59 -2.90
H 3.05 -5.19 -3.75
H 4.48 -4.92 -4.77
H 4.43 -6.32 -3.66
H 6.77 -4.27 -3.93
H 6.79 -5.66 -2.79
H 7.21 -4.03 -2.22
C -3.00 9.64 -0.20
S -2.71 7.90 0.17
O -1.54 7.45 -0.67
C -4.21 7.29 -0.62
H -2.15 10.22 0.18
H -3.08 9.79 -1.28
H -3.91 9.98 0.30
H -4.23 7.58 -1.68
H -5.09 7.70 -0.11
H -4.23 6.20 -0.55
C -0.78 7.32 4.65
S -1.56 6.53 3.21
O -3.03 6.42 3.51
C -0.83 4.90 3.47
H -1.13 8.35 4.71
H -1.06 6.78 5.56
H 0.30 7.31 4.52
H -1.10 4.52 4.45
H 0.26 4.97 3.38
H -1.21 4.23 2.70


No. 4
Below is a structure of composition C21H35AsCl4IrN3O2SSi3, with properties calculated with ωB97M-V/def2-TZVPD.

Total charge: +1
Frontier orbital gap (spin up / spin down) (eV): 4.76 / 5.66
HOMO energy (spin up / spin down) (eV): -7.861 / -11.214
Spin multiplicity: 6

Geometry (Å):
Ir 0.00 0.00 0.00
Cl -3.30 5.72 -1.57
C -2.54 4.41 -0.70
C -2.54 4.41 0.70
Cl -3.30 5.72 1.57
C -1.93 3.35 1.39
Cl -1.95 3.37 3.15
C -1.31 2.26 0.71
O -0.74 1.28 1.29
C -1.31 2.26 -0.71
O -0.74 1.28 -1.29
C -1.93 3.35 -1.39
Cl -1.95 3.37 -3.15
C -1.75 -3.03 3.03
C -1.20 -2.08 2.08
N -0.76 -1.32 1.32
H -1.67 -2.62 4.06
H -1.19 -3.99 2.97
H -2.82 -3.22 2.80
C 3.72 2.69 0.49
Si 3.05 2.05 2.11
C 1.78 3.27 2.72
C 4.47 2.10 3.33
As 1.95 0.00 1.69
Si 1.31 -0.67 3.85
C 0.87 -2.49 3.91
C -0.28 0.23 4.25
C 2.52 -0.34 5.22
Si 3.73 -1.40 1.06
C 5.33 -1.18 1.98
C 3.26 -3.21 1.16
C 4.06 -1.08 -0.75
H 4.15 3.70 0.64
H 2.90 2.74 -0.26
H 4.52 2.01 0.13
H 2.25 4.27 2.83
H 1.41 2.95 3.71
H 0.94 3.33 2.00
H 4.85 3.14 3.38
H 5.31 1.46 3.02
H 4.16 1.81 4.34
H 0.14 -2.72 3.10
H 0.42 -2.72 4.89
H 1.78 -3.10 3.80
H -1.04 -0.01 3.48
H -0.11 1.32 4.27
H -0.65 -0.10 5.25
H 3.50 -0.80 4.99
H 2.12 -0.76 6.17
H 2.61 0.75 5.36
H 5.17 -1.30 3.07
H 5.75 -0.19 1.74
H 6.06 -1.94 1.63
H 3.16 -3.52 2.21
H 4.06 -3.82 0.70
H 2.31 -3.38 0.61
H 4.37 -0.03 -0.91
H 3.13 -1.27 -1.33
H 4.86 -1.76 -1.11
S -0.91 -1.58 -1.58
C -1.53 -2.80 -2.56
N -1.91 -2.46 -3.84
C -2.43 -3.36 -4.73
C -2.59 -4.64 -4.38
C -2.17 -4.95 -3.00
N -1.68 -4.10 -2.15
H -1.79 -1.49 -4.10
H -2.69 -2.99 -5.71
H -2.99 -5.41 -5.02
H -2.30 -6.00 -2.70
H 1.30 0.00 -1.13


No. 5
Below is a cluster of 2 separate species, C2H5NOS in total, with properties calculated with ωB97M-V/def2-TZVPD.

Relative energy (zero: lowest compared OMol25 entry of this formula, charge and spin) (kcal/mol): 162.0
Frontier orbital gap (spin up / spin down) (eV): 8.88 / 7.90
HOMO energy (spin up / spin down) (eV): -8.679 / -7.698
Spin multiplicity: 1

Geometry (Å):
C -1.44 -0.38 -0.22
C 1.54 -0.78 -0.04
N -1.63 0.95 -0.48
O -1.37 0.45 0.87
S 1.54 0.93 -0.06
H -2.19 -1.15 -0.28
H 1.90 -1.24 -0.94
H 1.55 -1.30 0.89
H -0.77 1.41 -0.81
H 0.86 1.12 1.07


No. 6
Below is a cluster of 2 separate species, C4H11NO in total, with properties calculated with ωB97M-V/def2-TZVPD.

Relative energy (zero: lowest compared OMol25 entry of this formula, charge and spin) (kcal/mol): 54.0
Frontier orbital gap (eV): 9.30
HOMO energy (eV): -8.330
Spin multiplicity: 1
SMILES: C=CNC.CO

Geometry (Å):
C 0.13 1.59 -0.23
C 0.86 0.44 -0.25
N 2.17 0.29 -0.74
C 2.47 -0.99 -1.27
H 0.54 2.51 -0.71
H -0.77 1.70 0.34
H 0.51 -0.39 0.29
H 2.64 1.07 -1.27
H 3.55 -0.98 -1.54
H 2.32 -1.79 -0.53
H 1.93 -1.27 -2.21
C -2.23 -1.02 0.97
O -3.08 0.00 1.43
H -1.87 -1.58 1.86
H -2.74 -1.74 0.31
H -1.45 -0.59 0.39
H -2.61 0.85 1.46


No. 7
Below is a structure of composition C20H27N3O3S, with properties calculated with ωB97M-V/def2-TZVPD.

Relative energy (zero: lowest compared OMol25 entry of this formula, charge and spin) (kcal/mol): 406.1
Frontier orbital gap (eV): 8.92
HOMO energy (eV): -8.850
Spin multiplicity: 1

Geometry (Å):
C -0.09 3.05 0.72
C 0.85 1.79 0.36
O 0.42 0.75 1.04
C 0.57 0.65 2.44
C 0.46 -0.92 2.86
C 1.62 -1.65 2.71
N 1.94 -1.58 1.43
C 1.26 -2.02 0.17
N 1.36 -1.83 -1.07
C 2.43 -1.05 -1.42
C 2.48 -0.56 -2.76
C 3.42 0.17 -3.33
C 4.42 0.52 -2.44
C 4.28 0.57 -0.94
C 3.25 -0.39 -0.63
C 3.00 -0.60 1.05
O 3.76 -0.19 1.85
H 4.88 0.90 -0.18
H 5.28 1.46 -2.76
H 3.61 0.31 -4.17
H 1.81 -1.26 -3.56
S -0.06 -3.09 0.98
C -0.82 -3.38 -0.68
H -0.16 -3.22 -1.36
H -1.10 -4.37 -1.00
C -1.98 -2.61 -0.91
O -3.09 -3.31 -1.33
N -1.88 -1.18 -0.60
H -1.11 -1.03 -0.13
C -2.96 -0.42 -0.58
H -3.87 -0.83 -1.00
C -3.25 0.33 0.54
C -4.00 1.63 0.28
H -5.12 1.25 0.31
C -3.69 1.81 -1.21
H -3.14 3.06 -1.29
H -4.52 1.88 -2.01
C -2.70 0.77 -1.37
H -2.87 0.49 -2.66
H -1.78 1.19 -1.42
H -3.73 2.36 1.06
H -2.39 0.72 1.31
H -3.83 -0.30 1.43
H 2.49 -1.33 3.25
H 1.41 -2.56 2.83
H -0.30 -1.28 2.59
H 0.42 -0.81 4.14
H 1.64 0.97 2.69
H -0.21 1.40 2.86
H 0.50 1.59 -0.64
H 1.78 2.05 0.55
H 0.21 3.89 -0.08
H 0.17 3.44 1.56
H -1.12 2.76 0.55


No. 8
Below is a structure of composition C6H12O, with properties calculated with ωB97M-V/def2-TZVPD.

Relative energy (zero: lowest compared OMol25 entry of this formula, charge and spin) (kcal/mol): 92.9
Frontier orbital gap (eV): 8.90
HOMO energy (eV): -8.044
Spin multiplicity: 1

Geometry (Å):
C -1.13 -0.71 -1.89
C -0.80 -0.70 -0.40
O -1.23 -1.95 0.11
C 0.69 -0.50 -0.18
C 1.28 0.89 -0.35
C 1.47 0.63 1.10
C 0.38 1.27 1.94
H -0.84 0.24 -2.35
H -2.20 -0.87 -2.03
H -0.59 -1.52 -2.38
H -1.36 0.13 0.08
H -1.12 -1.93 1.07
H 1.29 -1.28 -0.64
H 0.54 1.64 -0.64
H 2.17 0.93 -0.98
H 1.02 -0.72 0.96
H -0.56 1.55 1.44
H 0.84 2.20 2.29
H 0.15 0.69 2.84


No. 9
Below is a cluster of 5 separate species, C44H83N4O8P in total, with properties calculated with ωB97M-V/def2-TZVPD.

Frontier orbital gap (spin up / spin down) (eV): 9.28 / 8.86
HOMO energy (spin up / spin down) (eV): -8.888 / -9.297
Spin multiplicity: 5

Geometry (Å):
C 8.18 2.41 -6.00
C 8.73 3.72 -5.89
C 9.17 5.32 -6.04
C 8.58 6.26 -4.82
C 7.02 5.87 -4.39
C 5.92 6.08 -5.59
O 6.04 5.24 -6.83
C 4.93 5.84 -7.65
O 5.00 6.36 -8.89
O 3.79 5.75 -6.71
C 4.33 5.83 -5.31
P 4.11 4.05 -4.60
O 3.06 3.98 -3.42
H 7.59 1.40 -6.26
H 10.35 5.44 -6.19
H 8.69 5.77 -7.04
H 8.58 7.40 -5.19
H 9.33 6.14 -3.92
H 6.73 6.66 -3.54
H 7.01 4.82 -3.88
H 6.06 7.16 -6.06
H 3.81 6.70 -4.70
H 5.34 3.45 -4.15
H 3.61 3.19 -5.68
C 2.22 -2.00 -8.46
C 3.59 -1.91 -7.71
C 3.92 -3.26 -7.01
C 3.16 -3.50 -5.71
C 3.35 -2.32 -4.77
C 2.93 -0.97 -5.41
N 3.57 -0.74 -6.76
O 4.90 -0.36 -6.54
C 1.38 -0.93 -5.52
C 3.25 0.18 -4.40
C 4.62 -1.76 -8.88
H 1.40 -1.51 -7.94
H 2.27 -1.50 -9.43
H 1.92 -3.03 -8.63
H 5.00 -3.30 -6.78
H 3.74 -4.10 -7.69
H 2.10 -3.67 -5.92
H 3.54 -4.41 -5.23
H 2.77 -2.50 -3.85
H 4.40 -2.28 -4.46
H 1.05 -0.04 -6.07
H 0.92 -0.90 -4.53
H 0.96 -1.82 -6.01
H 4.30 0.21 -4.10
H 2.67 0.05 -3.47
H 2.98 1.16 -4.82
H 4.51 -0.80 -9.40
H 4.48 -2.56 -9.62
H 5.66 -1.84 -8.54
C 0.96 -1.66 1.08
C 0.46 -2.02 -0.35
C -1.04 -1.64 -0.53
C -2.01 -2.62 0.11
C -1.73 -4.04 -0.37
C -0.26 -4.47 -0.12
N 0.74 -3.47 -0.64
O 0.81 -3.62 -2.03
C -0.07 -4.71 1.40
C -0.06 -5.89 -0.74
C 1.27 -1.03 -1.26
H 1.05 -2.52 1.75
H 1.96 -1.23 1.06
H 0.30 -0.94 1.57
H -1.28 -1.59 -1.60
H -1.23 -0.64 -0.13
H -1.95 -2.56 1.20
H -3.04 -2.34 -0.15
H -2.42 -4.73 0.12
H -1.96 -4.09 -1.45
H 0.98 -4.92 1.64
H -0.66 -5.57 1.74
H -0.41 -3.87 2.02
H -0.29 -5.93 -1.81
H -0.72 -6.63 -0.25
H 0.97 -6.24 -0.60
H 2.34 -1.26 -1.25
H 1.15 0.01 -0.91
H 0.92 -1.04 -2.30
C -2.35 4.58 2.02
C -2.65 3.17 1.43
C -4.14 3.05 0.99
C -5.11 2.83 2.14
C -4.68 1.64 2.98
C -3.23 1.77 3.50
N -2.24 2.11 2.41
O -2.00 0.93 1.69
C -3.20 2.86 4.62
C -2.85 0.46 4.27
C -1.81 3.16 0.10
H -2.29 4.60 3.11
H -1.39 4.96 1.68
H -3.12 5.31 1.73
H -4.25 2.21 0.29
H -4.45 3.94 0.43
H -5.18 3.74 2.75
H -6.12 2.65 1.74
H -5.37 1.52 3.82
H -4.78 0.73 2.37
H -2.18 3.06 4.95
H -3.77 2.52 5.50
H -3.67 3.80 4.32
H -2.95 -0.43 3.64
H -3.51 0.31 5.13
H -1.82 0.50 4.64
H -0.73 3.18 0.31
H -2.04 4.04 -0.51
H -2.02 2.29 -0.53
C -7.11 -1.54 7.86
C -5.63 -1.84 7.48
C -5.35 -3.37 7.53
C -5.15 -3.92 8.93
C -4.08 -3.13 9.67
C -4.39 -1.61 9.71
N -4.71 -1.04 8.35
O -3.49 -0.89 7.66
C -5.57 -1.37 10.70
C -3.19 -0.88 10.40
C -5.58 -1.44 5.96
H -7.24 -1.15 8.87
H -7.54 -0.76 7.22
H -7.74 -2.43 7.78
H -4.44 -3.59 6.95
H -6.15 -3.93 7.04
H -6.10 -3.91 9.48
H -4.85 -4.97 8.87
H -3.98 -3.53 10.69
H -3.11 -3.30 9.18
H -5.89 -0.33 10.68
H -5.27 -1.61 11.73
H -6.43 -2.01 10.50
H -2.24 -1.07 9.90
H -3.06 -1.23 11.43
H -3.36 0.20 10.44
H -5.70 -0.36 5.83
H -6.38 -1.94 5.40
H -4.63 -1.73 5.48


No. 10
Below is a cluster of 3 separate species, C7H14O2 in total, with properties calculated with ωB97M-V/def2-TZVPD.

Relative energy (zero: lowest compared OMol25 entry of this formula, charge and spin) (kcal/mol): 0.0
Total charge: +1
Frontier orbital gap (spin up / spin down) (eV): 8.95 / 6.36
HOMO energy (spin up / spin down) (eV): -14.271 / -14.291
Spin multiplicity: 2

Geometry (Å):
C 0.83 0.39 -1.47
C 1.34 -0.52 -2.34
C -1.53 0.08 -2.04
C -0.57 0.58 -1.18
C -0.91 1.22 0.09
C -0.65 0.63 1.26
C -1.03 1.17 2.59
H 1.49 1.00 -0.87
H 2.37 -0.70 -2.64
H 0.74 -1.23 -2.87
H -1.34 -0.60 -2.85
H -2.59 0.16 -1.80
H -1.29 2.24 0.11
H -0.05 -0.27 1.26
H -0.20 1.53 3.19
H -1.73 1.99 2.50
H -1.50 0.34 3.14
H 2.72 -0.33 2.51
H 1.68 0.59 1.75
O 2.49 0.09 1.67
H -0.67 -1.84 0.39
H -1.18 -3.25 -0.05
O -0.39 -2.71 0.12